# 1
A 2-piece molecular cluster, C6H10O overall. Source: OMol25; level of theory: wB97M-V/def2-TZVPD.

Geometry (Å):
C1 0.6793 0.4885 -0.5950
C2 -0.1364 0.7112 0.6601
O1 -0.7462 1.7313 0.9003
C3 -0.2113 -0.5077 1.5549
C4 -0.5915 -1.7142 0.7255
C5 -0.5229 -1.7361 -0.6054
C6 -0.0251 -0.5855 -1.4438
H1 0.7967 1.4247 -1.1455
H2 1.6736 0.1232 -0.3058
H3 0.9223 3.8860 -0.1497
H4 0.3676 3.4493 0.0905
H5 0.7662 -0.6666 2.0349
H6 -0.9391 -0.3147 2.3485
H7 -0.9660 -2.5814 1.2655
H8 -0.8562 -2.6235 -1.1401
H9 -0.8704 -0.1303 -1.9778
H10 0.6594 -0.9542 -2.2172

Results
ΔE to the lowest compared entry with this formula, charge and spin ... 21.20 kcal per mole
HOMO ... -9.362 eV
Net charge ... 0
Kohn-Sham gap ... 10.253 eV
LUMO ... 0.8913 eV
Electronic energy ... -309.80858 Eh

Atomic partial charges in e from the natural (NBO) method, atoms 1 to 4:
1 C -0.5114
2 C 0.6188
3 O -0.5376
4 C -0.5536

=====

# 2
A 2-piece molecular cluster, C6H10O overall. Source: OMol25; level of theory: wB97M-V/def2-TZVPD.

Geometry (Å):
C1 0.3722 -2.0703 0.4489
C2 0.9257 -0.8628 0.4555
C3 1.3606 -0.0394 -0.7339
C4 0.8993 1.3936 -0.5875
C5 -0.3709 1.7979 -0.4530
C6 -1.5339 0.8961 -0.5917
O1 -1.4983 -0.1883 -1.1340
H1 0.1328 -2.5588 1.3901
H2 0.1193 -2.6090 -0.4592
H3 -1.5609 -0.8109 1.6109
H4 1.0765 -0.3720 1.4165
H5 0.9904 -0.4732 -1.6680
H6 2.4570 -0.0472 -0.7736
H7 1.6783 2.1524 -0.5118
H8 -0.5872 2.8411 -0.2296
H9 -1.9751 -0.3212 1.9869
H10 -2.4859 1.2720 -0.1664

Results
ΔE to the lowest compared entry with this formula, charge and spin ... 52.48 kcal per mole
HOMO ... -9.591 eV
Net charge ... 0
Kohn-Sham gap ... 9.812 eV
LUMO ... 0.2207 eV
Electronic energy ... -309.75874 Eh

Atomic partial charges in e from the natural (NBO) method, atoms 1 to 4:
1 C -0.3877
2 C -0.1618
3 C -0.5101
4 C -0.0552